No. 1
{
  "formula": "C5H10NO",
  "method": "ωB97M-V/def2-TZVPD",
  "homo_lumo_gap_ev": 4.85,
  "e_above_lowest_kj_mol": 957.20,
  "charge": 1,
  "largest_force_ev_per_a": 4.60,
  "species": ["O", "C", "C", "C", "C", "C", "N", "H", "H", "H", "H", "H", "H", "H", "H", "H", "H"],
  "xyz": [[1.89, -0.46, 1.15], [0.86, 0.03, 1.57], [-0.48, -0.65, 1.52], [-0.76, -0.90, 0.07], [-0.35, 0.29, -0.89], [0.18, 0.18, -2.24], [-1.01, 1.45, -0.59], [0.98, 1.03, 2.27], [-1.27, -0.03, 1.88], [-0.08, -1.50, 2.09], [-0.51, -1.87, -0.33], [-1.80, -1.26, 0.26], [0.14, -0.95, -2.69], [0.66, 1.03, -2.77], [-0.21, -0.29, -4.56], [-0.65, 2.30, -0.91], [-2.04, 1.32, -0.57]],
  "mulliken_charge": [-0.44, -0.06, -0.39, -0.72, 0.56, -0.93, -0.27, 0.30, 0.30, 0.36, 0.48, 0.35, 0.29, 0.33, 0.28, 0.25, 0.32]
}

=====

No. 2
{
  "formula": "C33H30ClN5O2PPt",
  "method": "ωB97M-V/def2-TZVPD",
  "homo_lumo_gap_ev": [5.43, 5.43],
  "e_above_lowest_kj_mol": 17.16,
  "charge": 3,
  "largest_force_ev_per_a": 0.69,
  "species": ["Pt", "C", "C", "N", "N", "C", "O", "C", "C", "C", "C", "C", "C", "C", "C", "C", "C", "C", "N", "H", "H", "H", "H", "H", "H", "H", "H", "H", "H", "H", "H", "Cl", "C", "C", "C", "C", "C", "C", "P", "C", "C", "C", "C", "C", "C", "C", "C", "C", "C", "C", "C", "H", "H", "H", "H", "H", "H", "H", "H", "H", "H", "H", "H", "H", "H", "N", "C", "N", "O", "H", "H", "H", "H"],
  "xyz": [[0.03, -0.05, -0.17], [1.17, 4.04, 0.24], [1.02, 2.62, -0.16], [0.10, 1.84, 0.33], [-0.65, 2.20, 1.42], [-1.05, 1.15, 2.07], [-0.83, -0.11, 1.62], [-1.80, 1.25, 3.33], [-2.26, 0.10, 3.97], [-2.96, 0.21, 5.16], [-3.21, 1.46, 5.70], [-2.75, 2.61, 5.06], [-2.04, 2.50, 3.88], [1.99, 1.94, -1.04], [2.99, 2.60, -1.71], [3.91, 1.85, -2.45], [3.78, 0.47, -2.50], [2.74, -0.13, -1.81], [1.87, 0.59, -1.09], [0.42, 4.33, 0.97], [1.06, 4.66, -0.65], [2.16, 4.22, 0.65], [-2.06, -0.88, 3.55], [-3.31, -0.68, 5.66], [-3.76, 1.54, 6.63], [-2.94, 3.58, 5.49], [-1.67, 3.39, 3.38], [3.08, 3.67, -1.66], [4.71, 2.34, -2.99], [4.47, -0.14, -3.06], [2.59, -1.20, -1.81], [-0.09, -0.40, -3.08], [-1.77, -0.11, -3.40], [-2.16, 0.08, -4.71], [-3.50, 0.36, -4.97], [-4.41, 0.46, -3.94], [-4.00, 0.28, -2.63], [-2.66, -0.03, -2.34], [-2.31, -0.47, -0.64], [-2.57, -2.20, -0.39], [-2.58, -2.73, 0.91], [-2.90, -4.06, 1.10], [-3.21, -4.87, 0.00], [-3.18, -4.35, -1.29], [-2.86, -3.02, -1.49], [-3.38, 0.54, 0.34], [-3.36, 1.93, 0.13], [-4.26, 2.73, 0.80], [-5.20, 2.16, 1.66], [-5.24, 0.78, 1.85], [-4.33, -0.04, 1.20], [-1.44, 0.02, -5.51], [-3.82, 0.52, -6.00], [-5.45, 0.69, -4.14], [-4.73, 0.35, -1.83], [-2.35, -2.10, 1.76], [-2.94, -4.47, 2.10], [-3.48, -5.90, 0.16], [-3.44, -4.97, -2.13], [-2.87, -2.61, -2.49], [-2.66, 2.37, -0.57], [-4.25, 3.80, 0.64], [-5.91, 2.79, 2.16], [-5.98, 0.34, 2.50], [-4.37, -1.11, 1.34], [0.63, -4.23, -0.16], [0.58, -3.00, 0.33], [0.69, -2.79, 1.64], [0.46, -2.05, -0.53], [0.86, -5.03, 0.41], [0.55, -4.36, -1.15], [0.86, -3.55, 2.27], [0.71, -1.86, 2.01]],
  "mulliken_charge": [2.42, -1.79, 1.03, 0.26, -0.56, -0.20, -0.95, 0.80, -0.01, -0.96, -0.47, -0.81, -0.59, 0.59, -0.68, -0.53, -0.89, 0.03, 0.01, 0.30, 0.43, 0.45, 0.34, 0.47, 0.47, 0.46, 0.51, 0.48, 0.48, 0.45, 0.48, -0.11, 1.09, -0.64, -0.60, -0.94, -0.52, -0.07, 1.23, 0.83, -0.44, -0.71, -0.77, -0.88, -1.02, 0.82, -0.36, -0.92, -0.62, -0.88, -0.60, 0.54, 0.45, 0.47, 0.55, 0.34, 0.52, 0.48, 0.49, 0.46, 0.44, 0.51, 0.48, 0.52, 0.51, -0.38, 0.78, -0.27, -0.62, 0.21, 0.24, 0.26, 0.08]
}

=====

No. 3
{
  "formula": "C44H112N6O11",
  "method": "ωB97M-V/def2-TZVPD",
  "homo_lumo_gap_ev": 8.46,
  "smiles": "CC1(C)CCCC(C)(C)N1O.CC1(C)CCCC(C)(C)N1O.COC[C@H](C)N.COC[C@H](C)N.COC[C@H](C)N.COC[C@H](C)N.CCO.CCO.CCO.CCO.CCO",
  "charge": 0,
  "largest_force_ev_per_a": 3.98,
  "species": ["C", "C", "C", "C", "C", "C", "C", "C", "C", "N", "O", "H", "H", "H", "H", "H", "H", "H", "H", "H", "H", "H", "H", "H", "H", "H", "H", "H", "H", "H", "C", "C", "C", "C", "C", "C", "C", "C", "C", "N", "O", "H", "H", "H", "H", "H", "H", "H", "H", "H", "H", "H", "H", "H", "H", "H", "H", "H", "H", "H", "C", "O", "C", "C", "C", "N", "H", "H", "H", "H", "H", "H", "H", "H", "H", "H", "H", "C", "O", "C", "C", "C", "N", "H", "H", "H", "H", "H", "H", "H", "H", "H", "H", "H", "C", "O", "C", "C", "C", "N", "H", "H", "H", "H", "H", "H", "H", "H", "H", "H", "H", "C", "O", "C", "C", "C", "N", "H", "H", "H", "H", "H", "H", "H", "H", "H", "H", "H", "C", "C", "O", "H", "H", "H", "H", "H", "H", "C", "C", "O", "H", "H", "H", "H", "H", "H", "C", "C", "O", "H", "H", "H", "H", "H", "H", "C", "C", "O", "H", "H", "H", "H", "H", "H", "C", "C", "O", "H", "H", "H", "H", "H", "H"],
  "xyz": [[-12.91, 0.05, -0.16], [-11.61, -0.69, 0.12], [-10.66, -0.18, -1.00], [-11.02, -0.25, 1.53], [-9.95, -1.25, 2.16], [-10.32, -2.68, 2.08], [-10.83, -3.14, 0.68], [-9.64, -3.17, -0.30], [-11.26, -4.58, 1.00], [-11.85, -2.16, 0.21], [-12.56, -2.73, -0.84], [-13.58, 0.00, 0.70], [-12.79, 1.12, -0.35], [-13.47, -0.41, -0.97], [-11.03, -0.67, -1.90], [-10.66, 0.88, -1.24], [-9.59, -0.38, -0.92], [-10.60, 0.76, 1.52], [-11.79, -0.02, 2.27], [-9.00, -1.12, 1.62], [-9.70, -1.02, 3.19], [-11.03, -2.95, 2.86], [-9.34, -3.11, 2.31], [-8.96, -2.33, -0.22], [-9.89, -3.05, -1.36], [-9.04, -4.07, -0.18], [-11.30, -5.07, 0.02], [-12.27, -4.61, 1.42], [-10.67, -5.15, 1.71], [-12.04, -2.62, -1.64], [7.54, -5.15, 6.49], [6.19, -5.18, 5.79], [5.22, -6.11, 6.48], [5.44, -3.77, 5.84], [6.04, -2.68, 5.05], [6.20, -3.10, 3.55], [6.75, -4.62, 3.29], [6.18, -4.98, 1.92], [8.33, -4.62, 3.06], [6.25, -5.54, 4.33], [6.42, -6.95, 4.07], [7.52, -4.66, 7.47], [7.95, -6.09, 6.85], [8.19, -4.71, 5.73], [5.05, -5.77, 7.50], [4.28, -6.23, 5.94], [5.54, -7.15, 6.61], [4.38, -3.97, 5.64], [5.54, -3.43, 6.87], [5.37, -1.82, 5.07], [6.94, -2.30, 5.54], [6.93, -2.37, 3.20], [5.32, -2.80, 2.97], [5.11, -5.18, 1.96], [6.62, -5.90, 1.56], [6.48, -4.23, 1.18], [8.69, -4.50, 2.04], [8.89, -5.48, 3.42], [8.72, -3.75, 3.59], [7.38, -6.93, 4.05], [9.58, -1.35, -4.71], [9.48, -0.44, -3.57], [8.37, 0.40, -3.29], [7.98, 1.38, -4.47], [9.18, 2.48, -4.49], [6.80, 2.11, -4.26], [9.60, -0.90, -5.70], [8.84, -2.15, -4.66], [10.60, -1.73, -4.62], [7.60, -0.27, -2.90], [8.55, 0.90, -2.34], [7.92, 0.85, -5.42], [9.04, 3.02, -3.55], [9.09, 3.22, -5.28], [10.18, 2.04, -4.52], [6.17, 1.49, -3.76], [6.94, 2.87, -3.61], [-3.42, 1.16, -0.61], [-2.00, 0.83, -0.63], [-1.26, 1.97, -0.80], [0.24, 1.50, -0.71], [0.78, 0.43, -1.66], [0.61, 1.17, 0.68], [-3.69, 1.76, -1.48], [-3.76, 1.48, 0.37], [-4.03, 0.29, -0.87], [-1.39, 2.50, -1.75], [-1.41, 2.79, -0.10], [0.67, 2.43, -1.08], [0.39, -0.58, -1.52], [1.87, 0.35, -1.71], [0.52, 0.62, -2.70], [0.06, 0.34, 0.84], [0.37, 1.88, 1.36], [9.42, 4.33, 3.91], [8.12, 3.87, 3.67], [7.28, 5.00, 3.33], [7.39, 5.46, 1.85], [6.93, 6.89, 1.59], [6.58, 4.67, 0.97], [9.66, 4.99, 4.74], [9.76, 4.80, 2.98], [9.87, 3.36, 4.12], [6.29, 4.65, 3.61], [7.44, 5.77, 4.08], [8.39, 5.49, 1.44], [7.12, 7.21, 0.57], [7.62, 7.53, 2.15], [5.90, 7.04, 1.90], [7.02, 3.77, 0.86], [5.73, 4.50, 1.49], [-3.00, 7.53, 1.90], [-4.28, 7.63, 1.25], [-4.23, 8.28, -0.08], [-5.09, 9.60, -0.09], [-6.61, 9.49, 0.09], [-4.89, 10.39, -1.34], [-2.27, 7.30, 1.13], [-3.05, 6.75, 2.66], [-2.85, 8.48, 2.41], [-3.23, 8.46, -0.48], [-4.57, 7.49, -0.74], [-4.71, 10.32, 0.64], [-6.99, 9.15, 1.05], [-6.86, 8.76, -0.69], [-7.07, 10.44, -0.15], [-3.89, 10.50, -1.47], [-5.18, 11.34, -1.19], [-2.31, -0.35, -6.65], [-2.68, -1.12, -7.90], [-2.81, -0.15, -8.91], [-3.02, 0.41, -6.30], [-1.37, 0.17, -6.81], [-2.11, -1.01, -5.80], [-3.64, -1.63, -7.83], [-1.94, -1.84, -8.25], [-2.58, 0.75, -8.66], [-1.86, -0.90, 4.99], [-1.77, 0.01, 6.20], [-0.56, 0.61, 6.16], [-1.02, -1.58, 4.87], [-1.95, -0.41, 4.02], [-2.76, -1.52, 5.03], [-1.85, -0.47, 7.17], [-2.41, 0.90, 6.10], [0.08, 0.08, 6.64], [0.61, 5.15, -6.03], [0.50, 4.83, -7.63], [-0.87, 4.85, -7.91], [-0.02, 4.52, -5.40], [0.22, 6.16, -5.92], [1.59, 4.87, -5.64], [1.02, 3.89, -7.82], [0.99, 5.60, -8.23], [-1.23, 5.74, -7.83], [0.37, -6.07, 1.29], [0.08, -7.53, 1.04], [-1.19, -7.65, 0.56], [0.91, -5.56, 0.49], [0.90, -5.83, 2.22], [-0.57, -5.51, 1.33], [0.11, -7.99, 2.02], [0.89, -7.95, 0.44], [-1.49, -8.53, 0.80], [-1.30, -6.58, -6.27], [-1.48, -5.99, -4.82], [-2.91, -5.94, -4.62], [-1.88, -5.99, -6.97], [-1.63, -7.62, -6.25], [-0.25, -6.56, -6.56], [-1.01, -5.04, -4.59], [-1.06, -6.72, -4.12], [-3.11, -6.02, -3.68]],
  "mulliken_charge": [-1.82, 1.54, -1.58, -1.26, -0.80, -1.05, 1.56, -1.57, -1.94, 0.07, -0.45, 0.41, 0.40, 0.38, 0.37, 0.45, 0.30, 0.46, 0.46, 0.32, 0.39, 0.44, 0.35, 0.31, 0.28, 0.42, 0.41, 0.46, 0.36, 0.35, -1.66, 1.58, -1.99, -1.12, -0.68, -1.23, 1.49, -2.09, -1.59, 0.10, -0.42, 0.35, 0.37, 0.38, 0.42, 0.44, 0.37, 0.41, 0.45, 0.40, 0.35, 0.40, 0.44, 0.50, 0.39, 0.46, 0.38, 0.27, 0.44, 0.37, -0.68, -0.37, -0.62, 0.26, -1.17, -0.66, 0.29, 0.29, 0.26, 0.40, 0.26, 0.26, 0.33, 0.34, 0.31, 0.23, 0.29, -0.85, -0.28, -0.67, 0.35, -1.35, -0.68, 0.33, 0.30, 0.28, 0.34, 0.37, 0.31, 0.29, 0.34, 0.35, 0.31, 0.28, -0.64, -0.32, -0.75, 0.53, -1.47, -0.72, 0.29, 0.28, 0.22, 0.32, 0.40, 0.29, 0.34, 0.40, 0.30, 0.25, 0.28, -0.63, -0.33, -0.69, 0.64, -1.38, -0.79, 0.30, 0.22, 0.25, 0.40, 0.30, 0.22, 0.31, 0.32, 0.37, 0.25, 0.26, -1.22, 0.05, -0.54, 0.34, 0.34, 0.33, 0.22, 0.19, 0.30, -0.82, -0.23, -0.51, 0.26, 0.19, 0.32, 0.30, 0.19, 0.30, -0.91, -0.28, -0.52, 0.25, 0.28, 0.33, 0.30, 0.24, 0.31, -1.00, -0.16, -0.51, 0.25, 0.28, 0.32, 0.27, 0.24, 0.31, -0.98, -0.17, -0.53, 0.27, 0.27, 0.33, 0.27, 0.24, 0.29]
}

=====

No. 4
{
  "formula": "C4H8O2",
  "method": "ωB97M-V/def2-TZVPD",
  "homo_lumo_gap_ev": 11.66,
  "smiles": "CC(C)OC=O",
  "e_above_lowest_kj_mol": 112.85,
  "charge": 0,
  "largest_force_ev_per_a": 2.22,
  "species": ["C", "C", "C", "O", "C", "O", "H", "H", "H", "H", "H", "H", "H", "H"],
  "xyz": [[-0.43, 1.58, 0.19], [-0.10, 0.14, -0.19], [-1.25, -0.82, 0.02], [1.00, -0.32, 0.61], [2.00, -1.03, -0.03], [1.93, -2.01, -0.71], [-1.24, 1.94, -0.46], [-0.77, 1.66, 1.23], [0.42, 2.25, 0.06], [0.24, 0.12, -1.23], [-0.93, -1.83, -0.23], [-2.10, -0.54, -0.60], [-1.54, -0.81, 1.08], [2.78, -0.34, 0.25]],
  "mulliken_charge": [-1.33, 0.56, -1.29, -0.35, 0.15, -0.46, 0.37, 0.32, 0.33, 0.32, 0.31, 0.37, 0.33, 0.38]
}

=====

Copy entry 1 word for word.
{
  "formula": "C5H10NO",
  "method": "ωB97M-V/def2-TZVPD",
  "homo_lumo_gap_ev": 4.85,
  "e_above_lowest_kj_mol": 957.20,
  "charge": 1,
  "largest_force_ev_per_a": 4.60,
  "species": ["O", "C", "C", "C", "C", "C", "N", "H", "H", "H", "H", "H", "H", "H", "H", "H", "H"],
  "xyz": [[1.89, -0.46, 1.15], [0.86, 0.03, 1.57], [-0.48, -0.65, 1.52], [-0.76, -0.90, 0.07], [-0.35, 0.29, -0.89], [0.18, 0.18, -2.24], [-1.01, 1.45, -0.59], [0.98, 1.03, 2.27], [-1.27, -0.03, 1.88], [-0.08, -1.50, 2.09], [-0.51, -1.87, -0.33], [-1.80, -1.26, 0.26], [0.14, -0.95, -2.69], [0.66, 1.03, -2.77], [-0.21, -0.29, -4.56], [-0.65, 2.30, -0.91], [-2.04, 1.32, -0.57]],
  "mulliken_charge": [-0.44, -0.06, -0.39, -0.72, 0.56, -0.93, -0.27, 0.30, 0.30, 0.36, 0.48, 0.35, 0.29, 0.33, 0.28, 0.25, 0.32]
}

=====

Which formula does entry 1 have?
C5H10NO

=====

Number 2 is which compound?
C33H30ClN5O2PPt

=====

Please write out number 1 again, unchanged.
{
  "formula": "C5H10NO",
  "method": "ωB97M-V/def2-TZVPD",
  "homo_lumo_gap_ev": 4.85,
  "e_above_lowest_kj_mol": 957.20,
  "charge": 1,
  "largest_force_ev_per_a": 4.60,
  "species": ["O", "C", "C", "C", "C", "C", "N", "H", "H", "H", "H", "H", "H", "H", "H", "H", "H"],
  "xyz": [[1.89, -0.46, 1.15], [0.86, 0.03, 1.57], [-0.48, -0.65, 1.52], [-0.76, -0.90, 0.07], [-0.35, 0.29, -0.89], [0.18, 0.18, -2.24], [-1.01, 1.45, -0.59], [0.98, 1.03, 2.27], [-1.27, -0.03, 1.88], [-0.08, -1.50, 2.09], [-0.51, -1.87, -0.33], [-1.80, -1.26, 0.26], [0.14, -0.95, -2.69], [0.66, 1.03, -2.77], [-0.21, -0.29, -4.56], [-0.65, 2.30, -0.91], [-2.04, 1.32, -0.57]],
  "mulliken_charge": [-0.44, -0.06, -0.39, -0.72, 0.56, -0.93, -0.27, 0.30, 0.30, 0.36, 0.48, 0.35, 0.29, 0.33, 0.28, 0.25, 0.32]
}